Density functional theory data (wB97M-V/def2-TZVPD) for a cluster of 4 separate species, C28H63F4O15P3 in total at a distorted geometry.

Summary:
Strongest force on any atom, eV/A: 9.6
E_HOMO, eV: -9.6
SMILES: CCCCO[C@H](OCCOC)C(F)(F)C(F)F.CCOP(=O)(OCC)OCC.CCOP(=O)(OCC)OCC.CCOP(=O)(OCC)OCC
DFT total energy, eV: -99508.4415
Kohn-Sham gap, eV: 8.02

```
! RIJCOSX wB97M-V def2-TZVPD def2/J DEFGRID3
* xyz 0 1
C -2.482 1.175 8.555
C -3.333 2.110 7.683
C -4.252 1.289 6.776
C -3.600 0.797 5.459
O -2.190 0.953 5.452
C -1.716 1.608 4.318
O -1.978 0.996 3.100
C -1.310 -0.225 2.796
C -1.891 -1.474 3.442
O -1.221 -1.756 4.659
C -1.825 -2.806 5.389
C -0.231 1.946 4.560
F 0.402 2.165 3.394
F 0.365 0.875 5.144
C 0.033 3.109 5.527
F -0.189 2.725 6.792
F -0.703 4.191 5.219
H -1.805 0.605 7.915
H -1.854 1.736 9.247
H -3.117 0.462 9.081
H -3.942 2.697 8.374
H -2.689 2.776 7.112
H -5.123 1.890 6.503
H -4.657 0.442 7.334
H -4.064 1.343 4.634
H -3.864 -0.254 5.319
H -2.250 2.567 4.278
H -1.429 -0.372 1.721
H -0.234 -0.235 2.980
H -2.970 -1.358 3.582
H -1.668 -2.317 2.773
H -2.034 -2.481 6.410
H -1.166 -3.678 5.403
H -2.773 -3.111 4.936
H 1.096 3.358 5.461
C -5.164 -0.810 -1.746
C -4.563 -1.715 -0.684
O -4.073 -2.932 -1.230
P -2.633 -2.950 -2.070
O -1.815 -2.417 -0.923
O -2.119 -4.514 -1.855
C -0.769 -4.819 -1.491
C -0.673 -5.165 -0.018
O -3.421 -3.503 -3.379
C -4.375 -4.582 -3.316
C -5.802 -4.083 -3.406
H -4.455 -0.629 -2.558
H -5.451 0.149 -1.312
H -6.051 -1.264 -2.188
H -3.769 -1.192 -0.145
H -5.323 -1.986 0.051
H -0.104 -3.992 -1.739
H -0.464 -5.672 -2.098
H -1.161 -4.407 0.594
H 0.369 -5.253 0.293
H -1.174 -6.114 0.183
H -4.230 -5.188 -2.427
H -4.153 -5.208 -4.180
H -6.147 -3.703 -2.447
H -6.464 -4.901 -3.696
H -5.889 -3.279 -4.137
C 0.575 2.892 0.053
C 0.439 4.402 0.065
O 1.704 5.062 -0.058
P 2.421 5.125 -1.498
O 1.438 5.486 -2.527
O 3.317 6.470 -1.296
C 3.373 7.478 -2.308
C 2.499 8.658 -1.939
O 3.613 4.106 -1.327
C 4.466 4.145 -0.165
C 4.130 3.036 0.809
H 1.120 2.550 -0.830
H -0.409 2.422 0.062
H 1.126 2.546 0.927
H -0.236 4.732 -0.727
H 0.009 4.733 1.011
H 3.085 7.071 -3.276
H 4.416 7.792 -2.382
H 1.498 8.328 -1.662
H 2.423 9.359 -2.771
H 2.915 9.186 -1.080
H 4.428 5.116 0.322
H 5.478 4.009 -0.543
H 3.259 3.292 1.411
H 4.965 2.870 1.490
H 3.911 2.107 0.282
C 5.372 -4.976 -4.535
C 4.614 -4.116 -3.541
O 4.199 -2.867 -4.105
P 2.937 -2.839 -5.106
O 1.852 -3.662 -4.556
O 2.444 -1.305 -4.879
C 1.060 -1.003 -4.689
C 0.767 -0.755 -3.225
O 3.619 -2.588 -6.506
C 4.613 -1.556 -6.676
C 6.010 -2.134 -6.740
H 4.795 -5.125 -5.450
H 5.595 -5.951 -4.101
H 6.313 -4.505 -4.820
H 3.750 -4.657 -3.150
H 5.252 -3.873 -2.692
H 0.433 -1.804 -5.078
H 0.846 -0.107 -5.274
H 1.160 -1.555 -2.598
H -0.309 -0.674 -3.056
H 1.237 0.170 -2.890
H 4.539 -0.801 -5.898
H 4.371 -1.074 -7.622
H 6.386 -2.362 -5.744
H 6.692 -1.414 -7.193
H 6.025 -3.055 -7.323
*
```

Density functional theory data (wB97M-V/def2-TZVPD) for a structure of composition C28H64IrN3O2PSSeSi4 at a distorted geometry.

Summary:
Strongest force on any atom, eV/A: 2.5
E_HOMO (spin up / spin down), eV: -9.3 / -9.6
DFT total energy, eV: -158456.9632
Kohn-Sham gap (spin up / spin down), eV: 7.55 / 5.21

```
! RIJCOSX wB97M-V def2-TZVPD def2/J DEFGRID3
* xyz 1 5
Ir -0.450 -0.601 -0.622
C -4.811 0.017 2.726
Si -3.376 -0.791 1.853
C -1.897 -0.895 3.000
C -3.869 -2.472 1.200
Si -2.527 0.293 -0.187
Si -4.157 0.121 -1.887
C -4.468 -1.666 -2.368
C -5.777 0.933 -1.395
C -3.449 1.004 -3.384
Si -2.666 2.499 0.776
C -1.438 2.675 2.178
C -2.171 3.505 -0.740
C -4.315 3.190 1.328
H -5.165 -0.667 3.503
H -5.648 0.226 2.060
H -4.517 0.944 3.215
H -2.012 -1.744 3.680
H -1.799 0.010 3.602
H -0.981 -1.038 2.428
H -4.058 -3.141 2.047
H -3.067 -2.888 0.593
H -4.779 -2.422 0.606
H -5.101 -2.192 -1.655
H -3.538 -2.227 -2.475
H -4.978 -1.679 -3.334
H -6.140 0.619 -0.415
H -6.539 0.665 -2.131
H -5.693 2.020 -1.391
H -2.510 0.544 -3.699
H -3.254 2.059 -3.187
H -4.154 0.945 -4.216
H -0.539 2.081 2.019
H -1.890 2.358 3.121
H -1.153 3.724 2.290
H -1.343 3.074 -1.302
H -1.897 4.519 -0.434
H -3.023 3.585 -1.417
H -4.689 2.772 2.259
H -5.094 3.087 0.575
H -4.149 4.260 1.489
C 5.555 0.994 -4.674
C 4.250 0.457 -4.158
C 4.169 -0.801 -3.580
C 2.961 -1.329 -3.134
C 2.950 -2.677 -2.477
C 1.796 -0.575 -3.295
Se 0.068 -1.333 -2.895
C 1.850 0.710 -3.850
C 0.629 1.572 -4.009
C 3.081 1.201 -4.268
H 6.400 0.427 -4.285
H 5.690 2.041 -4.400
H 5.589 0.937 -5.763
H 5.071 -1.392 -3.465
H 3.963 -3.071 -2.395
H 2.341 -3.390 -3.032
H 2.522 -2.605 -1.474
H 0.006 1.553 -3.113
H 0.004 1.222 -4.833
H 0.919 2.601 -4.217
H 3.125 2.197 -4.696
O -0.611 -2.635 0.436
S 0.268 -3.855 0.165
C -0.855 -5.248 0.398
C -0.977 -5.436 1.903
C 0.464 -5.391 2.407
C 1.105 -4.162 1.757
H -0.386 -6.108 -0.085
H -1.773 -4.999 -0.131
H -1.485 -6.365 2.156
H -1.552 -4.607 2.323
H 0.992 -6.293 2.093
H 0.529 -5.334 3.493
H 2.176 -4.249 1.585
H 0.901 -3.248 2.314
C 3.306 3.484 1.053
N 2.202 2.584 0.763
C 1.158 3.143 -0.084
P 2.230 1.011 1.222
O 1.285 0.227 0.361
N 3.751 0.402 1.080
C 4.772 0.500 2.110
C 4.279 0.205 -0.264
N 1.846 0.910 2.821
C 1.804 2.028 3.746
C 1.878 -0.398 3.459
H 3.889 3.697 0.152
H 3.972 3.062 1.803
H 2.923 4.430 1.445
H 1.602 3.580 -0.982
H 0.600 3.922 0.443
H 0.469 2.358 -0.388
H 4.333 0.744 3.074
H 5.511 1.268 1.860
H 5.299 -0.453 2.206
H 3.468 0.177 -0.988
H 4.819 -0.743 -0.319
H 4.968 1.010 -0.539
H 1.680 2.964 3.207
H 2.712 2.084 4.356
H 0.950 1.912 4.417
H 1.915 -1.179 2.701
H 0.978 -0.543 4.059
H 2.751 -0.504 4.111
*
```

Density functional theory data (wB97M-V/def2-TZVPD) for a cluster of 6 separate species, C28H67F3N3O7PS in total at a distorted geometry.

Summary:
Strongest force on any atom, eV/A: 2.5
E_HOMO, eV: -11.8
DFT total energy, eV: -77185.7904
Kohn-Sham gap, eV: 6.39

```
! RIJCOSX wB97M-V def2-TZVPD def2/J DEFGRID3
* xyz 2 1
O -1.956 0.268 -0.135
H -1.416 0.593 -0.853
C -1.510 2.216 3.956
C -1.277 2.290 2.472
O -0.238 2.480 1.954
N -2.507 2.268 1.605
H -2.349 1.511 0.879
H -3.415 2.159 2.051
C -2.672 3.527 0.746
H -0.549 2.158 4.461
H -2.135 1.361 4.204
H -1.908 3.193 4.247
H -2.656 4.448 1.321
H -3.634 3.474 0.241
H -1.876 3.485 0.008
C -4.636 -2.309 -3.541
C -3.853 -1.193 -2.944
O -3.112 -0.524 -3.565
N -3.941 -1.011 -1.449
H -3.923 -1.955 -1.056
H -3.096 -0.523 -1.008
C -5.190 -0.349 -0.895
H -5.586 -2.452 -3.022
H -4.040 -3.216 -3.400
H -4.776 -2.077 -4.591
H -6.032 -0.955 -1.215
H -5.179 0.656 -1.305
H -5.060 -0.370 0.182
C -2.181 -4.163 5.447
N -1.705 -3.675 4.110
C -0.318 -3.108 4.241
C -1.682 -4.741 3.040
C -2.632 -2.544 3.705
C -2.547 -2.051 2.256
O -1.280 -1.514 1.991
H -1.435 -4.905 5.717
H -3.184 -4.587 5.479
H -2.250 -3.327 6.141
H 0.277 -3.806 4.827
H -0.410 -2.165 4.775
H 0.200 -2.900 3.309
H -1.300 -4.254 2.149
H -2.702 -5.111 2.988
H -0.968 -5.514 3.313
H -2.424 -1.717 4.377
H -3.646 -2.949 3.733
H -3.295 -1.247 2.204
H -2.882 -2.851 1.583
H -1.361 -0.803 1.296
C 0.488 -2.641 -5.825
C 0.134 -1.484 -4.902
C 1.241 -1.161 -3.908
C 0.931 -0.118 -2.827
P 1.951 -0.107 -1.364
C 3.702 0.029 -1.841
C 4.694 0.245 -0.719
C 6.141 0.333 -1.203
C 7.147 0.866 -0.181
C 1.515 1.375 -0.414
C 1.850 2.726 -1.064
C 1.824 3.853 -0.016
C 3.057 4.002 0.882
C 1.541 -1.578 -0.373
C 2.117 -1.717 1.024
C 1.708 -0.628 2.010
C 2.891 0.128 2.604
H -0.345 -2.849 -6.488
H 0.764 -3.539 -5.264
H 1.413 -2.345 -6.323
H -0.830 -1.590 -4.392
H -0.087 -0.614 -5.532
H 2.162 -0.922 -4.447
H 1.497 -2.139 -3.473
H -0.119 -0.218 -2.520
H 0.913 0.897 -3.242
H 3.609 0.906 -2.496
H 3.921 -0.801 -2.517
H 4.613 -0.574 0.001
H 4.512 1.143 -0.121
H 6.241 0.906 -2.132
H 6.453 -0.636 -1.612
H 8.034 1.074 -0.782
H 7.385 0.162 0.613
H 6.853 1.839 0.214
H 2.091 1.430 0.515
H 0.494 1.309 -0.055
H 1.141 2.975 -1.853
H 2.817 2.781 -1.571
H 0.980 3.657 0.656
H 1.581 4.796 -0.506
H 3.955 4.318 0.354
H 3.222 3.121 1.509
H 2.830 4.786 1.609
H 1.811 -2.426 -1.012
H 0.447 -1.585 -0.415
H 3.177 -1.980 1.071
H 1.794 -2.684 1.442
H 1.106 -0.974 2.853
H 1.005 0.073 1.551
H 3.563 -0.584 3.089
H 2.534 0.761 3.422
H 3.454 0.778 1.936
C -1.940 3.530 -2.386
F -2.610 2.815 -3.298
F -2.814 4.043 -1.497
F -1.114 2.682 -1.736
S -0.939 4.924 -3.171
O -1.941 5.833 -3.711
O -0.161 5.366 -2.019
O -0.157 4.216 -4.177
*
```

Density functional theory data (wB97M-V/def2-TZVPD) for a structure of composition C28H68Br3ClN10O8P at a distorted geometry.

Summary:
Strongest force on any atom, eV/A: 4.9
E_HOMO, eV: -6.0
DFT total energy, eV: -293359.6095
Kohn-Sham gap, eV: 7.65

```
! RIJCOSX wB97M-V def2-TZVPD def2/J DEFGRID3
* xyz -1 1
Cl -0.581 -0.590 1.180
C 1.741 -2.902 2.657
Br 2.073 -2.173 4.402
Br 0.072 -3.961 2.656
Br 3.174 -4.115 1.892
H 1.747 -2.035 1.996
O 2.721 0.597 -4.088
P 4.026 -0.144 -4.273
N 4.632 -0.935 -2.835
C 5.298 -2.287 -2.822
C 4.134 -0.477 -1.554
N 5.229 0.941 -4.676
C 4.879 2.237 -5.097
C 6.670 0.783 -4.376
N 4.014 -1.238 -5.589
C 5.168 -1.576 -6.470
C 2.810 -2.013 -5.755
H 4.582 -3.059 -3.105
H 5.780 -2.613 -1.900
H 6.087 -2.307 -3.575
H 3.058 -0.490 -1.379
H 4.606 0.495 -1.409
H 4.576 -1.196 -0.864
H 5.465 2.499 -5.978
H 3.882 2.344 -5.523
H 5.059 2.929 -4.274
H 7.099 0.889 -5.372
H 6.965 1.584 -3.698
H 6.892 -0.205 -3.972
H 4.828 -2.128 -7.347
H 5.739 -0.693 -6.757
H 5.799 -2.261 -5.903
H 1.917 -1.443 -6.012
H 2.542 -2.586 -4.868
H 2.890 -2.808 -6.497
C -0.114 -0.531 -2.501
O -0.762 0.215 -3.269
N -0.078 -1.864 -2.513
C -0.690 -2.715 -3.587
C 0.754 -2.643 -1.598
H 0.370 -0.160 -1.584
H 0.058 -3.333 -4.083
H -1.113 -2.055 -4.345
H -1.514 -3.353 -3.266
H 1.646 -2.898 -2.169
H 1.021 -2.136 -0.671
H 0.257 -3.562 -1.285
C -4.840 -5.247 -0.145
O -6.017 -4.903 0.058
N -3.831 -5.181 0.786
C -2.459 -5.376 0.489
C -4.029 -4.426 1.999
H -4.489 -5.585 -1.133
H -1.902 -4.449 0.624
H -2.271 -5.821 -0.489
H -1.983 -6.107 1.143
H -4.264 -5.301 2.605
H -3.200 -3.786 2.303
H -4.921 -3.809 1.893
C -2.528 2.373 -0.808
O -2.405 2.405 -2.093
N -2.611 3.522 -0.104
C -3.130 3.589 1.267
C -2.425 4.822 -0.775
H -2.520 1.492 -0.148
H -3.347 4.585 1.653
H -2.468 3.214 2.048
H -4.120 3.134 1.253
H -3.429 5.199 -0.972
H -2.075 5.472 0.026
H -1.814 4.894 -1.675
C -4.428 -1.592 -0.816
O -4.910 -2.206 -1.805
N -5.119 -0.700 -0.132
C -4.508 0.004 1.002
C -6.515 -0.447 -0.435
H -3.403 -1.588 -0.415
H -3.718 -0.558 1.501
H -5.189 0.175 1.835
H -4.186 1.029 0.818
H -6.899 -0.909 -1.344
H -7.106 -0.747 0.430
H -6.808 0.594 -0.567
C -0.077 3.964 6.580
O 0.136 3.857 7.811
N 0.817 3.504 5.655
C 0.823 3.847 4.257
C 1.790 2.496 5.967
H -0.916 4.493 6.100
H 0.069 4.611 4.066
H 0.690 2.990 3.596
H 1.710 4.369 3.899
H 1.881 2.241 7.023
H 1.476 1.559 5.508
H 2.723 2.862 5.537
C -2.321 1.108 4.343
O -2.552 2.306 4.649
N -3.242 0.184 4.618
C -4.547 0.570 5.307
C -3.143 -1.241 4.173
H -1.363 0.675 4.017
H -4.537 1.635 5.535
H -4.615 0.019 6.245
H -5.508 0.356 4.840
H -3.222 -1.878 5.055
H -3.830 -1.575 3.396
H -2.140 -1.451 3.801
C 2.841 1.743 1.056
O 4.054 1.677 1.088
N 2.147 2.889 0.888
C 0.730 2.839 0.640
C 2.732 4.212 0.940
H 2.171 0.870 1.077
H 0.117 2.955 1.534
H 0.380 1.979 0.068
H 0.534 3.780 0.126
H 2.461 4.777 0.048
H 2.369 4.730 1.827
H 3.821 4.260 0.906
*
```